[1]
Below is one molecule with the formula C5H8N2O2, with properties calculated with ωB97M-V/def2-TZVPD.

- electronic energy (eV) = -12385.506
- charge = 0
- molar mass (g mol⁻¹) = 128.1
- ΔE to the lowest compared entry with this formula, charge and spin (kJ/mol) = 523.9
- HOMO energy (eV) = -9.059

Each line ends with the Löwdin charge.
Atoms and positions in Å:
O -2.783205 -0.391600 1.093567  0.0884
O 2.101324 0.839293 -1.306865  -0.0859
N -0.809471 -2.065662 -0.894140  -0.1221
N -0.286027 -2.874882 -1.570178  0.0742
C -0.644466 0.749003 1.400541  -0.1026
C 0.731026 0.585093 0.705017  -0.2127
C 0.860310 1.161924 -0.703327  -0.2951
C -1.634015 -0.271327 0.748035  -0.4173
C -1.069070 -1.180568 -0.175631  0.0499
H -0.632481 0.471302 2.476362  0.1259
H -1.025749 -3.530590 -2.114306  0.1446
H -0.986741 1.872645 1.188926  0.1642
H 1.580462 1.056378 1.346412  0.1489
H 0.817573 2.317223 -0.792999  0.1377
H 2.764382 0.830545 -0.598692  0.0822
H 0.857239 -0.495168 0.718574  0.0993
H 0.158907 0.926390 -1.521297  0.1202

Cartesian forces, eV/Å:
O -0.5 0.3 0.0
O 0.7 -0.6 0.6
N -1.5 2.8 2.5
N 0.1 -5.1 -4.6
C -0.4 1.6 -1.6
C 0.5 0.8 1.4
C 0.2 2.4 -1.6
C 0.4 0.9 1.4
C -0.3 -0.1 -0.4
H 0.1 0.6 -0.6
H 1.9 1.9 1.7
H 0.2 -2.5 0.9
H -1.4 -0.8 -1.0
H -0.2 -1.4 1.2
H -0.1 0.0 -0.4
H 0.8 -0.1 -0.4
H -0.4 -0.7 1.0

[2]
Below is C6H24AgClN10O6 as an isolated structure, with properties calculated with ωB97M-V/def2-TZVPD.

- electronic energy (eV) = -50317.983
- <S²> = 0.7567
- charge = +1
- molar mass (g mol⁻¹) = 475.6
- spin multiplicity = 2
- ΔE to the lowest compared entry with this formula, charge and spin (kJ/mol) = 0.0
- HOMO energy (alpha / beta) (eV) = -11.976 / -11.738

Each line ends with the Löwdin spin population.
Atoms and positions in Å:
Ag 0.706484 -0.124309 0.367265  0.4091
Cl 3.247609 -0.505800 -0.127409  0.5285
O 0.557974 -0.595971 -1.918338  0.0200
O 0.742876 -2.680516 0.672940  0.0067
O -1.468288 -0.614190 0.079888  0.0097
O 1.697260 1.588456 1.762690  0.0075
O 0.234779 -0.656388 2.704028  0.0063
O 0.011046 1.958733 -0.714294  0.0026
N 1.562462 2.991582 3.539431  0.0000
N -0.056913 0.707396 -3.640312  0.0016
N 1.813953 -0.638764 -3.823258  0.0016
N 0.508399 -4.232894 -0.950606  0.0001
N -2.568408 -2.081767 -1.233560  0.0000
N -3.691897 -0.902384 0.428809  -0.0002
N 0.736216 4.081923 -1.101461  -0.0001
N -1.455507 3.493368 -1.485935  0.0001
N 3.039756 3.408842 1.817227  -0.0003
N -0.786042 -4.368728 0.951562  0.0005
C 0.787578 -0.200173 -3.057794  0.0027
C 0.200065 -3.695641 0.270463  0.0008
C -0.722062 -1.614859 3.211482  0.0007
C 2.060628 2.617813 2.322080  0.0005
C -0.205860 3.108998 -1.080235  0.0002
C -2.517684 -1.174771 -0.219239  0.0012
H -0.221688 -2.583285 3.227220  0.0000
H 2.009796 -0.235046 -4.717812  0.0001
H -3.394560 -2.640217 -1.337894  0.0000
H -2.205013 2.828431 -1.512235  0.0000
H 2.447177 -1.299372 -3.408357  -0.0002
H 1.867739 3.836807 3.982768  0.0000
H 0.147286 1.228444 -4.472334  0.0002
H -1.050791 -5.266994 0.588789  0.0000
H 0.869007 2.409583 3.963566  0.0000
H -1.553680 -1.654869 2.510048  0.0000
H 1.656237 3.792432 -0.831035  0.0000
H -0.679552 1.121683 -2.965096  0.0000
H 0.183276 -5.148454 -1.193462  0.0000
H -3.597685 -0.143926 1.082867  0.0000
H 0.546652 -0.179347 3.475464  0.0000
H -1.618459 4.381363 -1.924750  0.0000
H 3.497517 3.102489 0.979492  -0.0002
H 3.308172 4.276615 2.240564  0.0000
H -0.988930 -4.200563 1.917829  0.0000
H -1.666351 -2.365799 -1.578938  0.0000
H 0.553429 4.999270 -1.457630  0.0000
H -1.066988 -1.315166 4.198311  0.0002
H 1.101043 -3.695820 -1.555442  0.0000
H -4.578056 -1.118216 0.012646  0.0000

Cartesian forces, eV/Å:
Ag 1.6 -0.4 -0.3
Cl -0.9 0.2 0.2
O 0.2 -0.7 -0.4
O -0.3 0.0 0.2
O -0.8 0.0 0.5
O 0.0 0.4 0.3
O -0.7 -0.2 0.7
O 0.0 0.5 -0.2
N 0.2 0.2 -0.5
N -0.2 -0.1 0.4
N -0.1 -0.2 0.3
N -0.5 0.0 0.4
N -0.1 0.5 0.5
N 0.7 0.0 0.0
N 0.0 -0.3 0.1
N 0.0 0.3 -0.2
N -0.1 0.3 -0.2
N 0.0 -0.3 -0.5
C -0.2 0.6 -0.3
C 0.2 0.2 0.0
C 0.6 0.2 -0.7
C 0.0 -0.7 0.4
C -0.6 -0.4 0.1
C 0.2 0.0 -0.4
H -0.2 -0.1 0.3
H 0.1 -0.1 -0.1
H 0.2 -0.3 -0.2
H 0.1 -0.2 0.1
H 0.1 0.1 0.0
H -0.1 -0.1 0.2
H 0.2 -0.1 0.0
H -0.2 -0.1 0.2
H -0.1 0.1 0.0
H -0.1 0.0 0.1
H 0.2 0.2 0.0
H 0.0 0.1 -0.1
H 0.1 0.0 -0.3
H -0.4 0.0 0.0
H 0.4 0.2 -0.3
H 0.0 0.0 0.1
H 0.1 -0.1 0.0
H 0.1 0.0 0.0
H 0.3 0.2 0.1
H -0.1 -0.2 -0.2
H 0.1 0.1 0.0
H -0.1 -0.1 0.0
H 0.2 -0.1 0.0
H -0.1 0.1 0.1

[3]
Below is C6H9N3O as an isolated structure, with properties calculated with ωB97M-V/def2-TZVPD.

- electronic energy (eV) = -12878.594
- <S²> = 2.0159
- charge = 0
- molar mass (g mol⁻¹) = 139.2
- spin multiplicity = 3
- ΔE to the lowest compared entry with this formula, charge and spin (kJ/mol) = 244.4
- HOMO energy (alpha / beta) (eV) = -5.564 / -9.107

Each line ends with the Löwdin spin population.
Atoms and positions in Å:
O -2.100738 0.701479 1.585976  0.4183
N -0.510252 -2.811771 -0.386107  0.0989
N -0.085675 1.300321 -1.071402  0.3310
N 1.734349 -0.179623 -0.157861  0.1087
C 2.705550 0.650327 0.672569  0.0109
C -1.931036 0.391425 0.425014  0.3085
C -0.667206 0.640161 -0.207379  0.2555
C -0.025220 -1.834202 -0.033664  0.0345
C -2.895714 -0.093374 -0.680270  0.0758
C 0.560330 -0.669437 0.460277  0.2792
H -2.907581 0.659203 -1.348436  0.0081
H -2.405357 -0.914586 -1.048837  0.0110
H 3.517777 1.004981 0.069343  -0.0003
H 2.249591 -0.807703 -0.745586  0.0066
H 2.235883 1.413135 1.121905  0.0007
H 0.352548 -0.492704 1.618372  0.0118
H 0.863450 1.148042 -1.280374  0.0332
H 3.286786 -0.011343 1.320905  0.0035
H -3.977485 -0.094324 -0.314446  0.0041

Cartesian forces, eV/Å:
O -0.6 -0.3 2.6
N -0.3 -0.5 -0.3
N -2.5 0.4 0.8
N 1.6 0.0 2.1
C 1.2 -4.3 -2.0
C 0.1 0.3 -2.8
C 0.3 0.6 -0.7
C 0.1 -0.7 -0.1
C -2.1 1.0 4.2
C 1.4 2.3 2.4
H 0.1 2.5 -2.8
H 0.0 -2.5 -1.2
H -0.1 0.6 -1.0
H -0.2 -0.5 -0.2
H -1.7 2.6 1.8
H 0.7 -0.2 -2.5
H 1.0 -0.4 -0.7
H -0.6 0.1 0.7
H 1.6 -0.9 -0.3

[4]
Below is one molecule with the formula C3H8N2O2, with properties calculated with ωB97M-V/def2-TZVPD.

- electronic energy (eV) = -10314.975
- charge = 0
- molar mass (g mol⁻¹) = 104.1
- SMILES string = NC(=O)NCCO
- ΔE to the lowest compared entry with this formula, charge and spin (kJ/mol) = 190.8
- HOMO energy (eV) = -9.605

Each line ends with the Löwdin charge.
Atoms and positions in Å:
O -2.969662 -0.062026 1.231872  -0.0200
O 2.646788 -0.239719 -0.164030  0.0043
N 1.355961 -0.358226 -1.898271  0.1458
N 0.495859 0.381748 0.081764  0.0871
C -0.930236 0.520115 0.012956  -0.1670
C 1.513510 0.000831 -0.628959  -0.6835
C -1.564968 -0.214720 1.180020  -0.2524
H 2.202567 -0.849579 -2.144206  0.1063
H -3.313443 0.647643 1.704291  0.0549
H -1.002135 0.304513 1.970297  0.1225
H -1.352703 0.340894 -0.943845  0.1057
H -1.215902 -1.236592 1.182812  0.1217
H -1.237977 1.659809 0.211083  0.1608
H 0.939668 0.451906 0.897638  0.0927
H 0.490341 -0.906653 -2.089361  0.1210

Cartesian forces, eV/Å:
O 1.1 -2.8 -1.7
O -0.8 1.5 0.9
N -1.9 -1.2 -3.0
N -2.4 0.7 -1.1
C -0.7 3.3 0.5
C 3.2 -2.7 -1.1
C 0.7 1.5 0.2
H -0.2 -0.1 -0.4
H -0.2 2.0 1.4
H -0.7 -0.5 0.8
H -0.1 -0.7 -0.9
H -0.6 -0.6 0.0
H 0.8 -2.1 -0.6
H 0.9 0.9 5.0
H 1.0 0.8 -0.1